Entry 1:
A molecular structure, C31H37KN12OS3, computed with the ωB97M-V functional and the def2-TZVPD basis.

```
! wB97M-V def2-TZVPD RIJCOSX def2/J DEFGRID3
* xyz 0 1
K 0.37362 0.23091 0.41626
S 4.97004 2.54927 -0.98140
S 0.48062 2.65749 2.38910
S -0.66317 5.07704 1.05018
O 0.77780 -2.02661 1.54009
N 0.47685 -3.85633 4.43724
N -0.26845 0.88914 -4.10729
N 3.53546 3.56008 1.02350
N 0.20569 -2.73781 3.65006
N 3.33497 1.32313 0.72136
N -2.00648 -1.08268 -0.62970
N -3.71591 -4.99422 -2.77024
N 1.59886 0.57341 -2.56316
N 1.25869 -0.98726 -4.40301
N 2.00552 1.28636 -4.85771
N -0.95159 2.70717 0.05739
N 3.44116 0.11242 0.03341
C -4.52979 -1.79861 -1.55779
C -1.29481 -0.97002 4.37803
C -3.44750 -2.66484 -1.68041
C 1.08477 -0.71909 4.68779
C -0.12558 -0.51362 -4.50874
C -2.31466 3.20714 -1.93795
C 2.09543 -0.12230 -5.24506
C 1.26552 -6.18415 4.10156
C -0.41259 1.02512 5.38459
C 0.20326 1.01261 -2.72903
C 0.60710 1.70165 -4.95652
C -0.40252 -4.12066 5.55498
C -3.04687 -0.25549 -0.51304
C 1.21250 -4.28018 2.37089
C -1.49637 0.27966 4.94797
C 1.69196 -0.82053 -3.01580
C -2.21815 5.90811 -1.16554
C 2.42573 1.40524 -3.46258
C 0.87698 0.52605 5.25739
C 3.89852 2.47889 0.30550
C 1.00525 -4.80268 3.60834
C -1.58666 4.92986 -0.40682
C -2.20361 -2.26321 -1.20185
C 0.73985 -2.92077 2.38627
C -0.00603 -1.46202 4.25553
C -2.89500 5.52497 -2.31057
C -1.62779 3.57883 -0.78053
C -4.32252 -0.57010 -0.96026
C -3.59829 -3.95853 -2.28786
C -2.94115 4.18228 -2.69277
C -0.40184 3.32688 1.06973
H -0.39933 -3.26670 6.22903
H -0.02005 -4.98510 6.09049
H -0.76240 -1.13179 -3.87013
H 4.42013 -0.15367 0.00512
H 1.73832 -6.76652 3.31486
H 1.77519 -0.22874 -6.28343
H -1.42816 -4.31678 5.22749
H 0.12121 2.05058 -2.40538
H 2.72821 -1.15487 -2.92321
H -2.83785 0.70680 -0.05536
H 0.33845 -6.68543 4.38454
H 0.27950 1.60955 -5.99431
H -5.12905 0.14007 -0.84614
H -1.34739 -2.92367 -1.28097
H 1.68339 -4.76370 1.53351
H -2.17819 6.94861 -0.87052
H 1.06859 -1.44621 -2.36928
H 2.73672 1.33317 1.53436
H 3.88522 4.44549 0.70509
H 2.08293 -1.12033 4.56338
H -0.45854 -0.62349 -5.54263
H 2.68999 3.53709 1.58801
H -2.49894 0.67676 5.03471
H -0.56790 2.01057 5.80184
H 0.52153 2.74639 -4.65131
H 3.13421 -0.44789 -5.16392
H -3.38919 6.27403 -2.91513
H 3.14489 0.28754 -0.92553
H -2.12599 -1.56100 4.01447
H -3.46836 3.89959 -3.59498
H 2.35475 2.44566 -3.14335
H 3.46858 1.09839 -3.36763
H 1.72112 1.12082 5.58017
H 1.92446 -6.17484 4.97046
H -5.50390 -2.09027 -1.92631
H -2.34172 2.16957 -2.24728
H -0.44926 0.39829 -2.10229
*
```

Properties
E_tot	-101508.7214	eV
maximum force	0.00554	Eh/bohr
relative energy (zero: lowest compared OMol25 entry of this formula, charge and spin)	3.1	kJ/mol
orbital gap	7.04	eV
highest occupied orbital energy	-0.2670	Ha

List of Löwdin charges in e, atom by atom: K 0.631; S 0.560; S 0.478; S 0.997; O -0.096; N -0.071; N -0.077; N 0.087; N 0.039; N -0.118; N 0.040; N 0.166; N -0.103; N -0.083; N -0.084; N -0.053; N 0.012; C -0.006; C -0.013; C -0.206; C -0.002; C -0.168; C -0.044; C -0.170; C -0.015; C -0.106; C -0.216; C -0.169; C -0.004; C -0.118; C 0.067; C -0.071; C -0.177; C -0.096; C -0.180; C -0.089; C -0.931; C -0.271; C -0.490; C -0.084; C -0.433; C -0.221; C -0.101; C -0.340; C -0.030; C -0.179; C -0.091; C -1.134; H 0.092; H 0.087; H 0.118; H 0.074; H 0.085; H 0.124; H 0.101; H 0.113; H 0.129; H 0.103; H 0.086; H 0.125; H 0.114; H 0.129; H 0.116; H 0.105; H 0.124; H 0.063; H 0.085; H 0.127; H 0.125; H 0.008; H 0.107; H 0.108; H 0.129; H 0.126; H 0.098; H 0.023; H 0.118; H 0.100; H 0.124; H 0.105; H 0.110; H 0.091; H 0.126; H 0.093; H 0.074

=====

Entry 2:
2 unconnected molecules or ions with the total composition C31H37N4, computed with the ωB97M-V functional and the def2-TZVPD basis.

```
! wB97M-V def2-TZVPD RIJCOSX def2/J DEFGRID3
* xyz 1 1
N 5.77908 3.27642 -0.36113
N -0.61563 -3.68340 2.83963
N -2.02700 -2.14488 3.51185
N -3.74073 0.59801 -3.03716
C 4.67547 2.41406 -0.32324
C -4.95778 0.75176 -2.23778
C 2.29934 2.09536 -0.73362
C 5.73578 4.51427 0.44877
C 3.66644 0.23217 0.01685
C -2.73311 -3.33843 3.45989
C -1.37418 1.18598 -2.82626
C -0.71055 -2.34273 3.15052
C 0.61373 -4.34095 2.49105
C 7.17871 4.86219 -1.51869
C -4.44245 -4.98180 3.65350
C -1.05710 -0.81312 -0.90468
C -5.53944 0.30937 -4.58230
C 6.39382 3.55381 -1.67592
C 3.41128 2.90952 -0.71379
C 0.29557 -1.39821 3.10254
C 0.06303 0.02172 -1.20688
C -4.05370 -3.64166 3.78838
C -2.29413 -0.63004 -1.48821
C -2.49283 0.39569 -2.44647
C -2.20581 -5.65483 2.90470
C 6.74172 5.48209 -0.18619
C 1.28133 -0.17950 -0.50536
C -3.53486 -5.97059 3.21908
C 2.38735 0.70549 -0.42529
C -2.54917 -0.89427 3.98909
C -0.13687 0.98733 -2.24454
C 4.77828 1.05004 0.06699
C -6.09733 0.86269 -3.26524
C -4.07196 -0.05468 -4.30460
C -1.83530 -4.31703 3.03114
H -6.37497 1.91391 -3.38961
H -1.52587 1.97340 -3.56939
H 1.28783 -1.72426 2.82288
H -3.62734 -1.02372 4.12303
H 8.25024 4.64794 -1.51063
H 1.32152 -4.35368 3.33455
H 7.59834 5.61348 0.47961
H -3.88366 -6.99977 3.12847
H 0.70183 1.58121 -2.59588
H -6.97036 0.29832 -2.92705
H 6.25881 6.45069 -0.34595
H 3.32917 3.95722 -1.01525
H 7.03021 2.71563 -1.99023
H -4.71659 -2.84544 4.12586
H 5.97924 4.29981 1.49931
H 5.61341 3.68348 -2.44745
H 6.94834 5.52639 -2.35660
H -4.90159 1.62815 -1.57661
H 1.38291 -1.12773 0.02396
H -3.13008 -1.28896 -1.23978
H -5.58457 1.06736 -5.36912
H 5.74825 0.67984 0.40719
H -6.08810 -0.58018 -4.90373
H -5.11898 -0.13834 -1.60311
H -3.99310 -1.15457 -4.19833
H -5.46648 -5.27560 3.88637
H 0.05183 -0.38823 3.40278
H -2.09860 -0.60589 4.95123
H 1.34394 2.54345 -0.98678
H 3.74073 -0.81478 0.31056
H -0.91220 -1.60980 -0.17665
H 1.09769 -3.83769 1.64258
H 0.36411 -5.37033 2.21648
H -2.35674 -0.09104 3.26520
H -1.46788 -6.38384 2.57155
H -3.38888 0.25293 -5.10637
H 4.72659 4.95876 0.43030
*
```

Properties
E_tot	-38700.1995	eV
maximum force	0.02980	Eh/bohr
relative energy (zero: lowest compared OMol25 entry of this formula, charge and spin)	94.5	kJ/mol
orbital gap	3.71	eV
highest occupied orbital energy	-0.3268	Ha

List of Löwdin charges in e, atom by atom: N -0.119; N -0.051; N -0.050; N -0.123; C -0.197; C -0.154; C 0.001; C -0.151; C 0.012; C -0.158; C 0.029; C -0.322; C -0.021; C -0.154; C -0.090; C 0.014; C -0.153; C -0.150; C 0.013; C 0.025; C -0.185; C -0.013; C 0.023; C -0.189; C -0.013; C -0.153; C 0.116; C -0.090; C -0.185; C -0.021; C -0.002; C 0.033; C -0.152; C -0.149; C -0.159; H 0.111; H 0.130; H 0.019; H 0.081; H 0.110; H 0.106; H 0.110; H 0.103; H 0.112; H 0.111; H 0.110; H 0.129; H 0.120; H 0.102; H 0.121; H 0.115; H 0.110; H 0.126; H 0.123; H 0.126; H 0.110; H 0.129; H 0.111; H 0.112; H 0.123; H 0.103; H 0.026; H 0.105; H 0.112; H 0.124; H 0.118; H 0.084; H 0.083; H 0.092; H 0.103; H 0.123; H 0.107

=====

Entry 3:
A molecular structure, C31H38AlBr2N6O, computed with the ωB97M-V functional and the def2-TZVPD basis.

```
! wB97M-V def2-TZVPD RIJCOSX def2/J DEFGRID3
* xyz -1 1
Br 1.82430 2.02746 -0.77285
Br -1.19068 0.66955 -3.88432
Al 1.97940 1.75096 -4.06563
O 2.54630 2.16993 -7.54473
N 0.67878 3.41495 2.68806
N 4.14026 3.45345 -4.99018
N -1.96002 -2.47274 1.42339
N 0.39434 -3.10281 4.52162
N -7.23886 -1.28215 1.10183
N 5.07128 -0.43833 -1.30396
C 1.15808 -0.82703 4.77635
C -8.23595 -2.05386 1.58724
C -2.99606 -1.96299 0.72187
C -0.21660 4.10205 3.43071
C -3.45243 -4.19144 2.22720
C -4.27130 -2.50509 0.72723
C 1.85729 1.15728 -6.98584
C 1.73976 -2.47307 6.42451
C 2.48969 0.45993 -5.60367
C 1.60429 4.14447 2.02801
C -9.55674 -1.95218 1.18063
C -7.58122 -0.36681 0.16941
C 6.23056 -1.54865 -3.10690
C -8.87352 -0.18775 -0.29729
C -4.49996 -3.64196 1.49516
C 3.71862 2.83017 -3.64369
C 1.44855 0.81478 -2.32014
C -9.87821 -0.99881 0.22029
C -2.21294 -3.57566 2.16099
C 1.80280 -1.16273 5.96241
C 7.28307 -1.86313 -2.25342
C 6.10739 -0.75980 -0.49868
C 0.73851 6.20667 2.85017
C 0.47182 -1.82220 4.09914
C -0.27780 -1.25143 -1.75511
C 5.15761 -0.83999 -2.59069
C -0.22845 5.48335 3.54032
C 1.67553 5.52733 2.07842
C 1.03178 -3.39920 5.67538
C 7.22427 -1.46168 -0.92305
C -0.11515 0.33214 -2.23277
H -5.06676 -2.05216 0.14640
H -10.90302 -0.88882 -0.12223
H -0.61851 -1.35836 -0.63598
H -6.76157 0.23924 -0.20634
H 2.34954 -0.40926 6.52189
H 2.09571 -0.64122 -5.44831
H -7.93540 -2.78032 2.33662
H 0.82873 0.74625 -7.39134
H -5.48624 -4.09596 1.52326
H 0.95606 -4.43523 5.99250
H -0.97322 5.98301 4.14936
H 0.76169 7.29072 2.91290
H 0.74355 -1.81781 -1.86455
H 2.11852 -0.13889 -2.21470
H 2.31091 3.56894 1.43659
H 1.18877 0.18513 4.38923
H -1.36453 -3.96448 2.71716
H 5.15343 3.70680 -4.97970
H 0.80486 2.72892 -4.53805
H -1.07168 -1.75504 -2.45194
H 2.44214 6.06191 1.52906
H 3.66929 0.51186 -5.73986
H -0.94870 3.49288 3.95282
H -10.31637 -2.60024 1.60280
H 4.53191 2.03609 -3.32995
H -0.61893 0.96759 -1.35634
H 8.02852 -1.69016 -0.23295
H -3.59803 -5.07725 2.83499
H 8.14195 -2.41624 -2.62226
H -9.09156 0.56497 -1.04638
H 4.31335 -0.56736 -3.21776
H -0.05062 -1.60924 3.17069
H 3.52217 4.27862 -5.18007
H -2.76664 -1.07784 0.13575
H 6.24589 -1.84759 -4.14886
H 6.01316 -0.42737 0.53101
H 2.23045 -2.76641 7.34561
H 3.53278 3.65135 -2.81852
*
```

Properties
E_tot	-190430.6617	eV
maximum force	0.15100	Eh/bohr
orbital gap	6.07	eV
highest occupied orbital energy	-0.1488	Ha

List of Löwdin charges in e, atom by atom: Br 0.592; Br 0.549; Al 0.133; O -0.167; N 0.064; N -0.127; N 0.058; N 0.052; N 0.057; N 0.079; C -0.063; C -0.147; C -0.144; C -0.158; C -0.081; C -0.079; C -0.242; C -0.091; C -0.233; C -0.176; C -0.081; C -0.141; C -0.071; C -0.075; C -0.087; C -0.368; C -0.744; C -0.084; C -0.151; C -0.086; C -0.093; C -0.150; C -0.090; C -0.133; C -0.158; C -0.139; C -0.091; C -0.070; C -0.160; C -0.092; C -0.773; H 0.076; H 0.103; H 0.055; H 0.108; H 0.102; H 0.050; H 0.100; H 0.109; H 0.095; H 0.096; H 0.094; H 0.100; H 0.077; H 0.040; H 0.038; H 0.103; H 0.082; H 0.036; H -0.070; H 0.053; H 0.103; H 0.068; H 0.097; H 0.099; H 0.046; H 0.070; H 0.093; H 0.096; H 0.098; H 0.102; H 0.086; H 0.091; H 0.054; H 0.097; H 0.102; H 0.100; H 0.095; H 0.027

=====

Which of these has the lowest highest occupied orbital energy?
C31H37N4

=====

What is the orbital gap in the third record?
6.07 eV

=====

Among the records above, which one has the highest E_tot?
C31H37N4

=====

What is the highest occupied orbital energy in the third record?
-0.1488 Ha